A 11-piece molecular cluster, C44H121N11O11 overall. Source: the Open Molecules 2025 dataset; level of theory: the ωB97M-V functional and the def2-TZVPD basis.

Properties
Relative energy (zero: lowest compared OMol25 entry of this formula, charge and spin) (kJ/mol): 213.78
Largest force on an atom (eV/A): 2.24
SMILES: COC[C@H](C)N.COC[C@H](C)N.COC[C@H](C)N.COC[C@H](C)N.COC[C@H](C)N.COC[C@H](C)N.COC[C@H](C)N.COC[C@H](C)N.COC[C@H](C)N.COC[C@H](C)N.COC[C@H](C)N
Lowest unoccupied orbital energy (eV): 0.530
2S+1: 1
Highest occupied orbital energy (eV): -8.58
Calculated total energy (hartree): -3178.70684
Kohn-Sham gap (eV): 9.1

Positions of all 187 atoms, in Å:
C: 0.65288 1.76964 -4.95042
O: 0.02062 2.22059 -3.74680
C: -1.01588 3.15967 -3.96213
C: -2.36601 2.52588 -4.16977
C: -3.39963 3.45051 -4.78253
N: -2.92941 2.07755 -2.89652
H: -0.09829 1.20243 -5.50339
H: 1.46054 1.08592 -4.69453
H: 1.06758 2.60203 -5.52105
H: -1.02754 3.72644 -3.02877
H: -0.75136 3.77117 -4.83344
H: -2.25452 1.62400 -4.78074
H: -3.59478 4.22205 -4.02608
H: -4.34921 3.02470 -5.08875
H: -2.94949 4.11708 -5.52495
H: -3.20565 2.80621 -2.24488
H: -2.26811 1.57114 -2.31341
C: 2.53517 7.67991 0.44259
O: 1.79566 6.56883 0.97513
C: 2.44758 5.34519 0.67226
C: 1.68565 4.16373 1.31656
C: 1.58925 4.34828 2.82879
N: 2.42316 2.93455 1.11485
H: 1.83567 8.51235 0.42457
H: 2.91063 7.50869 -0.56759
H: 3.38971 7.87896 1.09260
H: 2.64521 5.11578 -0.38078
H: 3.45894 5.40784 1.09978
H: 0.68292 4.13348 0.88704
H: 1.09008 5.28710 3.09264
H: 2.54166 4.55647 3.32701
H: 1.05305 3.57943 3.38421
H: 2.86431 2.77412 0.21417
H: 3.15815 2.82308 1.79986
C: 0.82187 -2.06580 2.49416
O: 0.05840 -1.45589 1.49346
C: 0.50201 -0.17006 1.15249
C: -0.36566 0.39116 0.01501
C: -0.59160 -0.60700 -1.12273
N: 0.04170 1.67774 -0.57508
H: 0.57495 -3.11561 2.68013
H: 0.43950 -1.70607 3.46078
H: 1.90642 -1.99924 2.39764
H: 0.31763 0.46778 2.02776
H: 1.56911 -0.15354 0.90583
H: -1.34345 0.57963 0.47466
H: -1.01412 -1.52307 -0.71146
H: 0.28354 -0.75221 -1.75789
H: -1.36136 -0.19611 -1.78065
H: 0.71616 2.06164 0.08425
H: 0.48927 1.52522 -1.47100
C: 0.16513 -2.19457 -4.83606
O: 0.73548 -1.94301 -6.12713
C: 1.61932 -3.01667 -6.44892
C: 2.42874 -2.62022 -7.67981
C: 3.54728 -1.58689 -7.39634
N: 1.56820 -2.15605 -8.78518
H: -0.62701 -1.46953 -4.63921
H: 0.88901 -1.90014 -4.06923
H: -0.19713 -3.20609 -4.65671
H: 2.34659 -3.18011 -5.64586
H: 0.92873 -3.84966 -6.61396
H: 2.85736 -3.58287 -7.97848
H: 3.15201 -0.67806 -6.94185
H: 4.14503 -1.38289 -8.28179
H: 4.22649 -2.00811 -6.65095
H: 1.41460 -1.16114 -8.67327
H: 0.66306 -2.59076 -8.64691
C: 3.37888 -10.01136 3.34872
O: 3.06998 -8.72460 2.85185
C: 3.47629 -7.70739 3.71686
C: 3.65582 -6.38452 2.94377
C: 4.43121 -5.36606 3.82425
N: 2.38807 -5.85165 2.48270
H: 2.69055 -10.73133 2.90852
H: 3.31548 -10.15682 4.43084
H: 4.41151 -10.25241 3.07934
H: 2.67572 -7.52493 4.44571
H: 4.42621 -7.94506 4.20814
H: 4.28921 -6.65644 2.09389
H: 4.51314 -4.41907 3.29191
H: 5.38473 -5.81389 4.09126
H: 3.83131 -5.14548 4.71026
H: 1.80973 -6.60232 2.13030
H: 1.87716 -5.27158 3.13098
C: -0.26565 -4.47336 -1.27523
O: 0.99682 -3.86322 -1.50434
C: 1.85024 -3.98209 -0.37944
C: 3.07322 -3.05432 -0.35220
C: 3.76101 -3.17577 -1.71032
N: 3.97342 -3.35750 0.74695
H: -0.64716 -4.24248 -0.27912
H: -0.13965 -5.55351 -1.39887
H: -0.94516 -4.12448 -2.05077
H: 1.29012 -3.74778 0.52893
H: 2.22128 -5.01343 -0.35291
H: 2.69433 -2.04324 -0.17563
H: 4.61241 -2.50480 -1.81932
H: 2.99241 -3.09186 -2.47956
H: 4.14132 -4.18872 -1.87760
H: 4.38344 -4.28107 0.60067
H: 3.35016 -3.64958 1.50494
C: -5.34627 4.47593 3.77405
O: -4.62772 3.53969 2.99860
C: -4.17469 4.06868 1.77141
C: -3.00689 3.24434 1.27916
C: -1.75632 3.36042 2.21490
N: -2.70734 3.45126 -0.11537
H: -5.74826 3.95149 4.63955
H: -6.13878 4.95845 3.19766
H: -4.70295 5.26937 4.16869
H: -4.96725 4.09864 1.01790
H: -3.80705 5.09490 1.91080
H: -3.34336 2.21212 1.43665
H: -1.05254 2.58408 1.91890
H: -2.07851 3.20114 3.24514
H: -1.39040 4.38392 2.11651
H: -2.46837 4.40370 -0.36982
H: -1.85699 2.90725 -0.26197
C: -2.64638 -1.85003 2.34491
O: -3.95722 -1.88903 2.90878
C: -3.97789 -1.37325 4.22287
C: -3.80463 0.17346 4.18325
C: -3.58648 0.87520 5.55454
N: -4.99242 0.73194 3.50556
H: -2.57176 -2.36721 1.38954
H: -1.94053 -2.26682 3.06442
H: -2.40797 -0.81690 2.08463
H: -4.95694 -1.68888 4.57932
H: -3.14056 -1.76413 4.81395
H: -2.88751 0.36765 3.61859
H: -3.87985 0.27489 6.41847
H: -4.10881 1.82172 5.69292
H: -2.51683 1.04595 5.68743
H: -4.94519 0.47645 2.52191
H: -4.78060 1.73171 3.45711
C: -8.44998 -1.09785 -6.11655
O: -7.14503 -0.60341 -5.99140
C: -6.41684 -1.25504 -4.94543
C: -5.11478 -0.47826 -4.79460
C: -4.11232 -0.70614 -5.93092
N: -4.45610 -0.79171 -3.51020
H: -9.10816 -0.92276 -5.26037
H: -8.34001 -2.17386 -6.30729
H: -8.99082 -0.74196 -6.99423
H: -6.99268 -1.01764 -4.04198
H: -6.36380 -2.33793 -5.06767
H: -5.29359 0.59977 -4.74171
H: -4.20752 -1.72618 -6.31052
H: -3.07130 -0.58504 -5.62930
H: -4.28662 -0.03318 -6.77127
H: -3.75926 -0.07852 -3.31904
H: -5.13020 -0.60045 -2.77290
C: 3.88655 0.90322 -1.80423
O: 4.18535 2.22419 -1.37763
C: 5.33800 2.78306 -1.95478
C: 5.46998 4.29333 -1.63410
C: 4.53976 5.17373 -2.46339
N: 6.82366 4.78735 -1.92175
H: 3.91275 0.77540 -2.88901
H: 2.88182 0.69170 -1.44087
H: 4.59316 0.19613 -1.36092
H: 6.19551 2.24553 -1.53441
H: 5.33763 2.71558 -3.04939
H: 5.18584 4.40965 -0.58674
H: 4.96259 5.49227 -3.41693
H: 4.25572 6.06959 -1.91033
H: 3.57481 4.72901 -2.72828
H: 7.07513 4.46419 -2.84941
H: 7.47965 4.38425 -1.26167
C: 0.50100 1.20741 5.48241
O: 0.32328 0.21158 6.43481
C: 0.15023 0.63208 7.79215
C: -0.36873 -0.63416 8.49953
C: -1.74764 -1.05725 8.07284
N: -0.31053 -0.38610 9.95822
H: 1.32341 1.88595 5.74093
H: -0.38435 1.85031 5.38362
H: 0.66987 0.67723 4.54529
H: 1.11001 1.00510 8.15540
H: -0.64395 1.38388 7.82207
H: 0.33199 -1.46478 8.35967
H: -1.71190 -1.43129 7.05329
H: -2.43649 -0.22108 8.21499
H: -2.13233 -1.78122 8.79451
H: -0.49548 -1.25210 10.45323
H: 0.66452 -0.19618 10.16861

Atomic forces in eV per Å
-0.79 -0.23 0.66
0.81 -0.40 -0.09
0.60 0.21 -0.32
-0.97 -0.72 0.73
0.86 1.75 0.44
-0.17 -0.89 0.67
0.24 0.06 -0.54
-0.03 0.03 0.20
-0.15 0.08 -0.13
-0.16 0.42 -0.25
0.04 0.31 0.16
0.14 0.07 -0.17
-0.45 -0.26 0.27
0.19 -0.25 -0.10
-0.16 -0.62 -0.68
-0.19 0.41 -0.45
0.29 -0.18 -0.45
-0.57 -0.43 0.53
0.37 -0.01 -1.36
0.14 -0.25 1.18
1.17 0.76 0.62
-0.50 1.45 0.68
0.03 -1.02 -0.28
0.21 0.17 0.07
-0.14 -0.19 -0.10
0.05 0.20 0.02
-0.62 0.44 -0.32
0.09 -0.26 0.27
0.00 -0.22 -0.09
-0.41 -0.09 -0.41
0.40 -0.63 -0.38
0.12 -0.33 -0.34
-0.19 0.42 -0.18
-0.09 0.09 0.15
-0.87 -0.20 1.66
0.30 -1.08 -0.94
-0.18 0.81 0.07
-0.73 -0.49 -0.79
-0.75 0.36 0.28
0.33 -0.34 1.09
-0.15 -0.23 -1.14
0.77 0.73 0.20
0.01 0.40 -0.13
0.46 0.26 0.04
0.08 -0.04 -0.04
-0.14 -0.23 0.04
0.40 -0.23 -0.25
0.21 -0.32 0.31
-0.01 0.02 -0.03
0.18 0.39 -0.37
0.11 0.13 -0.06
0.34 1.59 0.23
-0.23 -0.37 1.06
-0.24 1.43 -0.17
-0.17 -0.06 -0.40
-0.32 -1.01 0.54
0.32 -0.19 0.31
-0.35 -0.20 -0.50
0.31 -0.59 0.12
0.08 -0.13 -0.30
-0.30 -0.37 0.26
0.68 -0.58 -0.13
0.43 0.18 -0.26
-0.15 0.12 -0.30
-0.22 0.15 -0.11
0.05 -0.04 -0.02
-0.11 0.03 0.03
-0.14 0.10 -0.27
0.25 -0.42 -0.27
-0.21 -0.44 0.03
0.03 1.22 0.11
0.36 -0.25 0.98
-1.25 -0.56 -0.66
0.29 0.09 -0.75
0.11 0.05 -0.21
-0.26 0.56 0.12
-0.01 -0.19 -0.10
0.25 -0.14 0.40
-0.06 -0.19 0.11
-0.12 0.23 -0.26
0.45 -0.06 -0.05
0.13 0.38 0.09
0.17 -0.15 0.23
-0.20 0.14 0.01
0.11 -0.24 0.34
0.68 -0.19 -0.46
0.06 0.86 0.19
0.05 -0.33 0.34
-0.36 -0.17 -1.45
-0.09 -0.20 0.12
-0.49 -0.95 0.74
-0.11 0.05 0.00
-0.24 -0.13 0.24
-0.06 0.11 0.10
-0.19 -0.38 0.09
-0.03 -0.13 0.33
0.12 0.16 -0.28
-0.20 0.21 -0.18
0.24 0.59 -0.16
0.09 -0.11 0.40
0.35 0.16 -0.55
0.08 0.52 0.33
0.10 0.10 0.24
0.02 0.52 -0.01
0.59 0.62 -0.22
0.24 -0.67 1.46
-1.54 0.34 -0.51
0.20 -0.48 -0.29
-0.19 -0.09 -0.17
-0.17 -0.15 0.01
0.22 0.01 -0.17
-0.12 -0.12 0.04
-0.18 0.18 0.11
-0.03 -0.16 -0.52
0.33 0.27 0.06
0.14 -0.07 0.06
0.51 -0.15 0.05
-0.03 0.18 0.42
0.10 0.07 -0.57
-0.61 0.58 -0.02
0.64 -0.56 -0.64
0.38 1.15 -0.24
-0.92 -0.24 0.42
0.17 -0.78 0.10
0.92 0.64 0.05
-0.44 -0.43 0.20
0.25 0.08 -0.10
0.40 0.01 0.26
0.10 0.32 0.55
-0.15 -0.41 0.13
0.04 0.00 -0.12
-0.19 -0.24 -0.17
-0.04 0.05 -0.50
0.00 0.12 0.06
-0.21 -0.43 0.04
-0.57 -0.20 0.05
-0.03 -1.25 -0.48
0.11 0.20 -0.33
-0.75 2.08 0.38
1.53 0.24 0.31
-0.27 -0.37 -0.38
-0.40 -0.61 0.28
0.29 0.02 0.30
-0.49 -0.18 0.33
0.52 0.59 -0.07
0.02 -0.53 0.33
0.35 -0.02 -0.21
-0.79 -0.03 -0.47
0.07 -0.04 -0.01
-0.08 0.12 0.27
-0.13 -0.01 0.02
0.14 0.09 -0.28
-0.08 -0.25 0.06
0.12 0.11 0.35
-0.63 0.27 -0.42
0.32 0.54 0.22
-0.37 -0.27 -0.62
-1.09 0.08 -0.16
-0.21 -0.32 0.75
-0.01 0.24 -0.09
0.02 -0.13 -0.02
0.00 -0.10 0.02
0.29 0.08 -0.25
-0.05 -0.42 -0.08
0.43 0.14 0.14
0.35 -0.08 0.11
0.35 0.14 -0.02
0.10 -0.43 0.22
0.17 0.08 -0.03
0.14 -0.01 -0.13
-0.16 0.50 0.02
-0.08 -0.51 0.52
-0.72 -1.24 -1.25
1.20 0.05 1.24
-0.13 0.45 0.68
-0.04 0.33 0.03
0.25 -0.17 -0.18
-0.13 -0.09 -0.06
0.18 0.33 -0.09
-0.09 0.08 0.38
0.18 0.30 0.26
0.04 0.10 -0.91
-0.38 -0.01 0.03
0.03 0.13 -0.50
0.17 -0.46 -0.34
-0.24 0.00 -0.04
-0.04 0.20 0.19

Atomic partial charges in e from the Löwdin method, atoms 1 to 5: C -0.0773; O -0.2168; C -0.2031; C -0.4285; C -0.0513